No. 1
{
  "formula": "C16H40N3O7P2S",
  "method": "ωB97M-V with the def2-TZVPD basis set",
  "homo_lumo_gap_ha": 0.237,
  "energy_ha": -2405.20441,
  "e_homo_ev": -4.09,
  "charge": -1,
  "symbols": ["S", "P", "P", "O", "O", "O", "O", "O", "O", "O", "N", "N", "N", "C", "C", "C", "C", "C", "C", "C", "C", "C", "C", "C", "C", "C", "C", "C", "C", "H", "H", "H", "H", "H", "H", "H", "H", "H", "H", "H", "H", "H", "H", "H", "H", "H", "H", "H", "H", "H", "H", "H", "H", "H", "H", "H", "H", "H", "H", "H", "H", "H", "H", "H", "H", "H", "H", "H", "H"],
  "positions_angstrom": [[-0.474627, -1.725654, -6.463557], [0.050410, 0.415414, -2.402424], [-0.925414, -1.371897, -4.563186], [0.855946, 0.182451, -0.927449], [4.934258, -3.294895, 1.510293], [0.448457, 2.004504, -2.914876], [1.084090, -3.985513, -1.421034], [-2.368451, 4.118972, -0.409920], [3.656848, -6.028878, 4.900369], [-5.654115, 7.146908, 0.347647], [2.285759, -4.295283, 2.878723], [-1.534866, 0.395449, -2.172186], [-3.412130, 6.567229, -1.774757], [2.330605, -5.755346, 2.880044], [3.833917, -3.931016, 0.865668], [-4.633585, 8.043100, -0.070280], [-4.140073, 7.807004, -1.504208], [2.483362, -3.698615, 1.553540], [0.464802, -2.794372, -2.028526], [5.501687, -4.032808, 2.578523], [2.389650, -6.305451, 4.302030], [3.587549, -5.078953, 5.949575], [-3.084727, 3.201991, -1.231063], [-2.151382, 6.451956, -1.044485], [-1.577261, 5.042401, -1.152673], [0.039460, -4.313972, -2.614233], [-5.183145, 5.906665, 0.854474], [0.648936, -0.763106, -3.750469], [1.468661, -1.909446, -3.051167], [4.558708, -5.055387, 6.446007], [-0.134587, 2.633960, -2.459913], [-3.816783, 8.073069, 0.659005], [3.211163, -6.128102, 2.345013], [0.672941, -5.231667, -2.730993], [-5.121620, 5.167778, 0.054054], [1.968046, -2.648969, -3.723238], [-0.350494, -2.203048, -1.439732], [-1.693687, 0.153277, -1.187417], [2.827290, -5.357744, 6.685396], [5.030087, -3.756999, 3.523977], [-0.582646, 5.039913, -0.694555], [-3.520344, 8.655472, -1.813092], [2.353407, -2.619091, 1.676951], [2.238182, -1.508877, -2.336078], [-3.524298, 2.442690, -0.584002], [1.682478, -4.036293, 0.889966], [-1.474958, -2.553754, -3.987176], [-2.285312, 6.672283, 0.020516], [5.440443, -5.111880, 2.418699], [1.436411, -6.143007, 2.382461], [-2.420452, 2.706527, -1.942176], [-1.460324, 4.736758, -2.197142], [-4.221711, 6.002594, 1.363780], [-3.896687, 3.706866, -1.764758], [-5.015676, 7.802615, -2.160845], [-5.917632, 5.540038, 1.575722], [0.363297, -3.917246, -3.654259], [3.379551, -4.078619, 5.559973], [1.559335, -5.933303, 4.909558], [3.769484, -3.473097, -0.125258], [-4.009480, 5.788932, -1.524322], [3.008241, -3.943716, 3.494693], [-5.090158, 9.037865, -0.048379], [0.569856, 0.859208, -0.288188], [6.556937, -3.756886, 2.652259], [4.043630, -4.992101, 0.691396], [-1.430726, 7.166136, -1.455627], [2.300461, -7.395414, 4.253691], [-1.926997, -0.339616, -4.610362]],
  "atomic_forces_ev_per_a": [[-0.2, -0.5, -0.1], [-0.5, 0.2, -1.2], [1.7, 1.1, -1.1], [-0.3, 0.4, -1.3], [0.0, -0.4, 0.1], [0.0, -1.8, 0.8], [-0.5, 4.1, -2.3], [0.0, 0.1, -0.3], [-0.3, 0.2, 0.3], [0.4, 0.1, 0.1], [0.0, -0.2, -0.1], [1.0, 0.2, 0.8], [0.1, 0.2, 0.2], [0.1, 0.3, 0.4], [-0.3, 0.4, -0.3], [-0.2, 0.3, -0.3], [-0.1, -0.3, 0.0], [0.1, 0.1, 0.2], [1.2, -2.1, 1.2], [0.1, 0.5, -0.2], [0.2, -0.3, -0.6], [0.2, -0.1, -0.2], [0.0, 0.1, 0.1], [-0.2, -0.4, -0.2], [0.1, 0.2, 0.5], [1.3, 1.1, -0.9], [-0.4, 0.0, 0.0], [-1.2, 0.4, 2.7], [-1.9, -0.6, 1.6], [0.0, -0.1, -0.1], [0.0, -0.4, -0.1], [0.0, -0.2, 0.0], [0.0, -0.2, 0.0], [-2.0, -0.5, 0.3], [0.2, -0.1, 0.1], [-0.5, 0.7, 0.4], [1.5, -1.4, -1.0], [-0.2, 0.0, -0.4], [0.0, 0.1, 0.0], [0.0, -0.2, 0.1], [0.0, 0.0, 0.0], [0.0, 0.0, 0.1], [0.0, 0.0, -0.1], [-0.7, -0.2, -0.8], [0.1, 0.0, 0.0], [0.1, 0.0, 0.0], [-0.2, 0.7, 0.2], [0.2, 0.0, 0.1], [-0.1, 0.0, 0.1], [0.0, 0.0, 0.0], [-0.2, -0.1, 0.0], [-0.2, 0.0, 0.0], [0.1, 0.0, -0.1], [0.0, 0.0, -0.1], [0.0, 0.1, 0.1], [0.0, 0.1, 0.0], [0.9, -0.5, 0.9], [-0.1, 0.1, 0.1], [0.1, 0.2, 0.0], [0.0, 0.0, 0.1], [0.1, 0.0, -0.1], [0.0, -0.1, 0.0], [0.0, 0.0, 0.0], [0.1, -0.3, -0.4], [-0.1, 0.0, -0.1], [0.1, 0.0, 0.2], [0.0, 0.0, 0.0], [0.0, 0.0, 0.0], [0.6, -0.8, 0.7]],
  "mulliken_charge": [-0.541, 0.932, 0.112, -0.502, -0.448, -0.614, -0.232, -0.369, -0.342, -0.424, -0.293, -0.671, -0.325, -0.177, -0.423, -0.479, -0.681, -0.663, 0.444, -0.525, -0.809, -0.712, -0.500, -0.159, -0.854, -1.009, -0.527, -0.416, -0.779, 0.234, 0.292, 0.344, 0.160, 0.350, 0.179, 0.552, 0.130, 0.154, 0.336, 0.163, 0.353, 0.394, 0.321, 0.229, 0.178, 0.415, 0.060, 0.179, 0.266, 0.372, 0.229, 0.388, 0.275, 0.259, 0.372, 0.295, 0.187, 0.305, 0.412, 0.292, 0.068, 0.116, 0.348, 0.284, 0.300, 0.334, 0.396, 0.388, 0.079]
}



No. 2
{
  "formula": "C16H40N5O8S4",
  "method": "ωB97M-V with the def2-TZVPD basis set",
  "homo_lumo_gap_ha": 0.248,
  "energy_ha": -3101.57282,
  "e_homo_ev": -10.05,
  "charge": 1,
  "relative_energy_kcal_mol": 74.4,
  "symbols": ["S", "S", "S", "S", "O", "O", "O", "O", "O", "O", "O", "O", "N", "N", "N", "N", "N", "C", "C", "C", "C", "C", "C", "C", "C", "C", "C", "C", "C", "C", "C", "C", "C", "H", "H", "H", "H", "H", "H", "H", "H", "H", "H", "H", "H", "H", "H", "H", "H", "H", "H", "H", "H", "H", "H", "H", "H", "H", "H", "H", "H", "H", "H", "H", "H", "H", "H", "H", "H", "H", "H", "H", "H"],
  "positions_angstrom": [[2.378244, 1.869285, 3.921555], [-0.792108, -0.032271, -6.097948], [4.925601, 0.938454, 1.086802], [-0.487374, -1.226852, 6.268077], [0.044995, -1.606389, 4.923023], [5.208287, 0.576113, 2.507090], [-1.491339, 0.917859, -5.185923], [-2.903746, 1.780344, -0.456842], [-4.789445, -0.314359, -4.131688], [1.030137, 2.506854, 3.787519], [0.801726, -1.309821, -0.523565], [-1.514422, -0.395672, -7.353674], [0.614653, 1.679263, -0.626280], [-0.619593, -1.645943, -3.803193], [-1.472168, -1.815415, -1.568078], [0.370261, -1.401242, -2.890163], [-2.959163, -2.235236, -3.426697], [-1.840976, 1.897535, -1.458809], [0.202579, -0.582784, 0.594596], [3.324469, 2.844669, 5.108182], [-2.166589, -0.612810, 6.027286], [-0.310908, -1.633750, -5.227861], [-4.215731, -0.983702, -5.264773], [3.873288, -0.355062, 0.395449], [2.188849, 0.423019, 4.979952], [0.580757, 0.964428, 0.670547], [6.389837, 0.514612, 0.120013], [-2.416039, 2.907777, -2.580050], [-0.542467, 2.582960, -0.835930], [-0.963633, -2.752238, 7.105657], [-0.085030, -1.498936, -1.553104], [-1.750431, -1.914848, -2.992210], [-3.469667, -2.354923, -4.810727], [-1.836142, 2.685711, -3.530690], [-0.927903, -0.746983, 0.672148], [-3.516395, 2.725261, -2.792244], [-0.060661, -3.323887, 7.320697], [-0.210878, 1.450952, 1.339635], [1.348463, -1.195846, -3.102385], [-2.748118, -1.335800, 5.452957], [3.745579, -0.186690, -0.675564], [-0.791334, 3.150684, 0.108903], [-1.627534, 0.875719, -1.921318], [1.588455, -0.314478, 4.451619], [-5.095852, -1.333526, -5.913812], [0.622683, -1.066559, 1.545448], [-3.436476, 1.018959, -0.755732], [0.794629, 1.066146, -1.423678], [3.527039, 3.821481, 4.668702], [-0.650094, -2.552134, -5.810536], [0.834067, -1.653777, -5.313868], [6.177711, 0.653318, -0.941576], [4.322469, -1.334236, 0.571840], [4.268442, 2.340872, 5.321243], [1.569649, 1.055868, 1.241396], [-2.633537, -0.440627, 6.998306], [3.171058, 0.000131, 5.198444], [-3.583670, -0.329406, -5.929328], [2.903956, -0.308515, 0.885953], [-0.200128, 3.366303, -1.600324], [-4.314547, -3.128377, -4.766661], [-2.745447, -2.748815, -5.577535], [7.201753, 1.178610, 0.415998], [-1.620928, -3.339983, 6.463007], [-1.469927, -2.510523, 8.041371], [6.677628, -0.519902, 0.314344], [-3.657062, -2.394131, -2.685086], [-2.187546, 3.987513, -2.298013], [-5.297184, -0.956973, -3.591631], [2.749377, 2.971759, 6.026756], [-2.113830, 0.328276, 5.479389], [1.685583, 0.703816, 5.906732], [0.393801, 0.608867, -6.503141]],
  "atomic_forces_ev_per_a": [[0.0, 0.0, 0.2], [-3.5, 2.2, -1.8], [0.1, 0.1, 0.3], [-0.2, -0.1, 0.0], [-0.4, -0.2, 0.2], [0.0, -0.1, -0.5], [2.1, -2.6, -1.3], [1.0, -1.1, -0.6], [0.7, -0.5, -0.2], [0.1, -0.1, 0.1], [-2.7, -0.1, -2.9], [2.0, 0.2, 2.8], [-0.7, 0.0, 1.2], [-1.8, -0.7, 1.2], [3.5, 0.7, -3.3], [1.3, 0.4, 3.7], [0.2, -0.4, 0.0], [-1.0, 1.9, -0.5], [-0.9, 0.6, 3.1], [0.1, 0.1, 0.0], [-0.1, 0.0, -0.1], [1.6, -0.5, -0.1], [-1.1, -1.5, -0.8], [0.1, -0.3, 0.0], [0.2, 0.1, -0.1], [0.0, -0.5, 0.4], [0.1, -0.1, 0.0], [0.9, -0.8, -0.3], [0.0, 0.1, -1.4], [0.0, -0.1, 0.0], [-1.6, -0.4, -1.9], [1.2, 0.5, 1.7], [-1.7, 0.2, -0.6], [-0.7, 0.4, 1.0], [1.6, 0.2, -0.7], [1.4, 0.3, 0.4], [0.0, 0.1, 0.0], [1.2, -0.8, -0.8], [-0.7, -0.2, -0.3], [0.1, 0.0, 0.0], [0.0, 0.1, 0.0], [0.2, -0.8, -1.0], [-0.1, 1.3, 0.6], [0.1, 0.1, 0.0], [1.4, 0.4, 0.6], [-0.5, 0.5, -1.5], [0.1, 0.6, 0.4], [-0.2, 0.4, 0.4], [-0.1, -0.1, 0.0], [0.0, 1.5, 0.8], [-1.6, 0.0, 0.1], [0.0, 0.0, 0.1], [0.1, 0.1, 0.0], [-0.1, 0.0, -0.1], [-1.4, 0.0, -1.0], [0.1, 0.0, 0.0], [0.0, 0.1, -0.1], [-0.7, -0.4, 1.4], [0.2, 0.0, 0.0], [-0.5, -1.0, 1.1], [1.4, 0.9, 0.1], [-0.6, 0.6, 1.1], [-0.1, 0.0, 0.0], [0.0, 0.1, 0.0], [0.0, 0.1, 0.0], [-0.1, 0.0, 0.1], [0.9, 0.2, -0.5], [-0.6, -1.4, -0.2], [0.2, 0.6, -0.7], [-0.1, -0.1, -0.1], [0.1, -0.1, 0.0], [0.0, 0.1, -0.1], [-0.6, -0.9, 0.6]],
  "mulliken_charge": [0.721, 0.729, 0.580, 0.612, -0.624, -0.607, -0.436, -0.618, -0.488, -0.692, -0.256, -0.571, -0.239, 0.333, -0.537, -0.203, -0.071, 2.017, -0.645, -1.143, -1.007, -0.806, -0.195, -0.448, -0.841, 0.576, -0.988, -1.161, -1.288, -1.048, 0.283, 0.375, -0.599, 0.280, 0.376, 0.275, 0.329, 0.438, 0.307, 0.323, 0.283, 0.449, -0.951, 0.075, 0.341, 0.248, 0.357, 0.233, 0.356, 0.425, 0.463, 0.347, 0.540, 0.351, -0.707, 0.398, 0.454, 0.177, -0.368, 0.377, 0.359, 0.172, 0.366, 0.319, 0.386, 0.289, 0.334, 0.327, 0.289, 0.345, 0.309, 0.383, 0.231]
}



No. 3
{
  "formula": "C16H41BF3N4O7S6",
  "method": "ωB97M-V with the def2-TZVPD basis set",
  "homo_lumo_gap_ha": 0.219,
  "energy_ha": -4093.27579,
  "e_homo_ev": -4.45,
  "charge": -1,
  "symbols": ["S", "S", "S", "S", "S", "S", "F", "F", "F", "O", "O", "O", "O", "O", "O", "O", "N", "N", "N", "N", "C", "C", "C", "C", "C", "C", "C", "C", "C", "C", "C", "C", "C", "C", "C", "C", "B", "H", "H", "H", "H", "H", "H", "H", "H", "H", "H", "H", "H", "H", "H", "H", "H", "H", "H", "H", "H", "H", "H", "H", "H", "H", "H", "H", "H", "H", "H", "H", "H", "H", "H", "H", "H", "H", "H", "H", "H", "H"],
  "positions_angstrom": [[4.746697, -0.845165, -0.737383], [-6.919981, -0.004906, 6.294900], [-3.844861, 3.049489, 3.442651], [10.549175, -1.030102, -2.270111], [0.379827, 0.127803, -2.771847], [2.627540, 3.968053, -6.201748], [0.346993, -0.819571, 0.686245], [-0.200247, -2.964762, 1.826498], [-0.249878, -0.903371, 3.104647], [1.308034, 3.566635, -5.612120], [-4.006345, 0.129470, 1.499492], [-2.952529, -1.686136, 2.474528], [4.771139, -0.613470, -2.219144], [10.416774, -1.318261, -0.804051], [-6.895539, 0.226790, 4.813139], [-0.939680, -0.273615, -2.182220], [-7.620547, -2.203518, 4.103885], [-1.799461, 1.378151, 1.873148], [-7.019751, -2.877762, 1.787994], [-5.777209, -3.746500, 3.706463], [-5.435496, -1.237287, 3.160871], [-6.458172, -2.517871, 3.145232], [1.370479, -1.373806, -2.960952], [3.619381, 0.371642, -0.015321], [8.919572, -0.530309, -2.875571], [0.123345, 0.403420, -4.541335], [-2.056640, -1.244646, 1.368524], [11.315622, 0.600119, -2.436751], [-8.047297, 1.211901, 7.016962], [-0.460047, -1.484135, 1.758482], [3.618193, 2.466443, -6.390852], [-2.732151, 2.309326, 2.337055], [-5.408849, 0.712995, 6.982710], [-2.573239, 0.297117, 1.103241], [6.257829, -0.127264, -0.049573], [2.371058, 4.243670, -7.971235], [-4.278054, -1.269662, 1.973802], [3.333870, 4.420312, -8.456604], [3.890051, 1.376072, -0.349333], [10.766839, 1.333596, -1.841304], [-5.302126, 1.748601, 6.650799], [3.048922, 1.708933, -6.935040], [-8.405555, -2.791562, 3.732293], [-6.008993, -0.201430, 3.208237], [-7.847932, -1.190146, 3.886830], [1.086157, 0.580063, -5.026703], [11.318395, 0.896538, -3.488380], [-4.547499, -1.819835, 0.943313], [12.345288, 0.538452, -2.076497], [-0.511275, 1.283844, -4.667467], [9.001695, -0.196195, -3.912467], [1.879360, 3.375835, -8.417110], [1.736438, 5.124094, -8.097367], [6.218728, -0.169517, 1.041396], [-5.447949, 0.670743, 8.073679], [-6.574729, -3.723696, 1.369923], [-2.524628, 0.567653, -0.047876], [6.364552, 0.908341, -0.381484], [1.619870, -1.753329, -1.966990], [-4.554795, 0.129951, 6.629376], [3.667748, 0.312567, 1.074616], [-7.776627, 2.216333, 6.682950], [-0.368353, -0.464414, -4.987210], [8.250695, -1.393080, -2.826347], [-7.056140, -2.068803, 1.130179], [4.539482, 2.701818, -6.928768], [-5.050343, -4.092017, 3.013110], [8.519625, 0.273558, -2.252777], [0.801209, -2.131317, -3.505140], [2.603126, 0.142025, -0.344414], [7.111883, -0.710308, -0.402907], [-7.998930, 1.152827, 8.106899], [-2.211345, -1.899172, 0.385720], [3.867584, 2.086920, -5.396891], [-4.835249, -1.302331, 4.190668], [-5.242948, -3.476682, 4.579824], [-9.063552, 0.982285, 6.687869], [2.291769, -1.138432, -3.498867]],
  "atomic_forces_ev_per_a": [[-0.1, 0.3, -0.1], [0.0, -0.1, -0.7], [3.4, -1.8, -3.6], [-0.1, 0.0, 0.5], [-0.6, -0.3, 0.2], [-0.5, -0.2, 0.2], [-1.4, -2.3, 3.7], [0.1, 4.8, -0.3], [0.6, -1.9, -4.3], [0.7, 0.1, -0.5], [3.4, 2.1, -0.8], [2.9, 0.1, -2.3], [0.1, 0.1, 0.4], [0.0, 0.3, -0.7], [-0.5, 1.3, 2.1], [0.7, 0.2, -0.5], [0.0, 0.1, -2.2], [-6.9, 5.3, 2.0], [0.3, 0.0, 0.5], [0.9, 0.3, -0.6], [0.0, -0.2, 0.6], [0.4, 0.9, 0.8], [0.0, -0.1, -0.1], [0.0, 0.0, -0.1], [-0.1, 0.0, 0.1], [-0.1, 0.0, -0.1], [0.0, -0.8, 0.9], [0.0, 0.1, 0.1], [0.0, 0.2, 0.1], [-2.3, 0.3, 0.6], [0.0, -0.1, 0.0], [2.6, -4.5, 1.2], [0.1, 0.2, -0.1], [-2.3, -1.8, -1.2], [0.1, 0.0, -0.1], [-0.1, 0.0, -0.1], [-0.4, 0.8, 0.6], [0.0, 0.0, 0.1], [0.1, -0.1, -0.1], [0.0, -0.1, 0.0], [0.0, -0.1, -0.1], [0.0, 0.1, 0.0], [0.9, 0.7, 0.5], [1.4, -2.5, -0.6], [0.2, -1.8, 0.4], [-0.1, 0.1, 0.1], [0.0, -0.1, 0.1], [-0.4, -1.1, -0.4], [-0.2, -0.1, 0.0], [0.2, -0.1, 0.1], [0.0, -0.1, 0.1], [0.0, 0.0, 0.1], [0.1, -0.1, 0.1], [0.0, 0.0, -0.1], [-0.1, -0.1, -0.1], [-0.3, 1.4, 0.4], [0.1, -0.5, 2.4], [-0.1, -0.1, 0.0], [-0.1, 0.1, -0.1], [-0.2, 0.0, -0.1], [0.0, -0.1, -0.1], [0.0, -0.1, 0.0], [0.0, 0.0, 0.2], [0.2, 0.1, 0.0], [0.6, -1.1, 0.9], [-0.1, 0.0, 0.0], [-1.0, 0.9, 1.1], [0.1, -0.1, 0.0], [-0.1, 0.1, 0.1], [0.2, 0.0, 0.1], [-0.2, 0.0, 0.1], [0.0, 0.0, -0.1], [0.2, 1.5, 2.0], [-0.1, 0.1, -0.1], [-1.4, 0.2, -1.9], [-0.9, -0.2, -1.6], [0.2, -0.1, 0.0], [0.0, 0.1, 0.1]],
  "mulliken_charge": [0.510, 0.526, -0.177, 0.484, 0.540, 0.474, -0.230, -0.279, -0.242, -0.555, -0.866, -0.897, -0.603, -0.608, -0.574, -0.604, -0.425, -0.445, -0.673, -0.856, -0.105, 0.339, -0.963, -0.727, -0.801, -0.856, -0.340, -0.904, -1.067, 0.667, -0.880, 0.136, -0.984, 0.518, -0.874, -0.924, 1.378, 0.352, 0.345, 0.298, 0.254, 0.279, 0.374, 0.210, 0.273, 0.198, 0.337, -0.315, 0.313, 0.343, 0.423, 0.297, 0.314, 0.394, 0.416, 0.263, 0.185, 0.300, 0.229, 0.302, 0.387, 0.292, 0.344, 0.286, 0.291, 0.382, 0.319, 0.183, 0.419, 0.052, 0.210, 0.397, 0.065, 0.266, -0.355, 0.299, 0.327, 0.333]
}